Record 1
Molecular formula: C26H41BaCsF16NO13S3
Method: DFT, the ωB97M-V functional and the def2-TZVPD basis

Results
DFT total energy   -132954.219 eV
Spin multiplicity   1
Net charge   +1

Element x y z (Å)
Ba: -2.16 3.36 1.95
Cs: -3.68 -0.84 3.21
S: 0.94 4.09 4.22
S: -4.24 -4.18 0.01
S: -2.60 1.07 -5.86
F: 2.58 5.09 -1.62
F: 4.46 2.97 -2.71
F: -1.50 -3.80 2.82
F: 5.17 4.98 -2.23
F: 2.80 -2.57 2.11
F: 7.67 2.93 1.42
F: -0.62 -6.35 2.05
F: 3.40 4.49 0.32
F: 0.14 -3.73 1.42
F: 2.94 -1.47 5.44
F: 5.86 0.09 0.48
F: 7.34 1.24 -0.65
F: 7.76 0.91 2.16
F: 2.60 -0.58 2.99
F: 2.94 -3.57 4.78
F: 1.37 -5.91 2.85
O: -2.96 -3.31 -0.53
O: -3.23 -0.17 -6.17
O: -1.22 0.66 -5.11
O: 0.53 -3.39 3.62
O: -0.82 2.70 -0.35
O: -3.89 -5.50 0.47
O: -3.33 2.03 -5.08
O: 1.28 2.95 5.34
O: 1.44 5.36 4.66
O: 5.31 2.08 -0.16
O: -4.95 -3.29 0.92
O: -0.49 3.88 3.95
O: -1.43 0.59 1.87
N: -5.65 -0.98 -3.87
C: -4.48 -1.15 -3.24
C: 4.67 3.83 -1.68
C: 0.06 -5.58 2.93
C: -1.98 1.86 -7.38
C: -5.13 -4.36 -1.57
C: -6.46 0.19 -1.95
C: 0.82 -2.04 3.26
C: 6.38 1.30 0.28
C: 0.73 1.62 5.11
C: 3.16 -2.31 4.39
C: 1.02 1.36 -4.72
C: 5.71 3.34 -0.69
C: -5.28 -0.07 -1.29
C: -0.43 1.73 -4.53
C: -4.25 -0.72 -1.96
C: -6.63 -0.32 -3.23
C: -1.85 -4.06 -1.04
C: 2.34 -1.90 3.18
C: 3.32 4.12 -1.02
C: -0.97 0.28 0.55
C: 1.86 3.35 2.83
C: 6.93 1.83 1.61
C: -0.51 1.35 5.98
C: -0.18 -4.09 2.67
C: -0.26 1.40 -0.26
C: -1.00 -3.13 -1.88
H: -7.21 0.80 -1.47
H: 5.68 4.05 0.14
H: -1.90 0.06 0.00
H: -0.98 2.29 -7.24
H: -1.35 1.46 5.28
H: -0.56 -2.32 -1.30
H: 0.74 1.52 0.18
H: 1.58 1.03 5.44
H: 2.58 4.08 2.47
H: -7.52 -0.17 -3.81
H: 4.22 -2.16 4.17
H: -5.49 -3.41 -1.94
H: 6.10 1.96 2.31
H: -0.36 -0.63 0.50
H: 0.61 1.42 4.04
H: -0.33 -5.84 3.92
H: -0.79 1.82 -3.50
H: -1.22 -4.48 -0.26
H: 0.34 -1.75 2.33
H: -5.15 0.33 -0.30
H: -0.50 0.33 6.34
H: 0.40 -1.37 4.01
H: -1.81 1.11 -8.15
H: -3.80 -1.76 -3.83
H: 2.68 3.22 -0.97
H: -0.69 2.67 -5.02
H: 1.26 3.11 1.96
H: -3.37 -1.09 -1.45
H: -0.21 1.01 -1.28
H: 1.76 1.91 -4.13
H: -0.47 2.08 6.78
H: 6.67 3.38 -1.19
H: -0.32 -3.64 -2.56
H: -4.50 -4.96 -2.22
H: -2.23 -4.86 -1.67
H: 1.25 0.33 -4.44
H: -1.61 -2.70 -2.69
H: -5.96 -5.00 -1.27
H: 1.38 1.43 -5.75
H: 2.40 2.46 3.15
H: -2.65 2.67 -7.64

***

Record 2
Molecular formula: C39H65O13P3S
Method: DFT, the ωB97M-V functional and the def2-TZVPD basis

Results
DFT total energy   -106801.520 eV
Spin multiplicity   1

Element x y z (Å)
S: -4.77 1.66 -3.52
P: 6.52 2.86 -6.55
P: -6.88 -2.83 6.36
P: -2.51 -0.92 1.20
O: 0.42 4.48 -1.87
O: -2.03 3.38 -3.64
O: -7.06 -1.51 7.35
O: -5.55 -2.38 5.73
O: -6.13 -3.89 7.40
O: 4.94 2.34 -6.45
O: 4.60 -4.15 2.63
O: 6.13 4.31 -6.22
O: -0.10 0.99 1.94
O: 6.67 3.09 -8.18
O: 6.99 1.24 -6.83
O: -8.39 -3.39 6.94
O: 0.15 0.85 -4.12
C: -4.79 -4.34 7.20
C: -0.89 3.16 -4.52
C: 4.30 1.29 0.32
C: -2.29 0.38 -0.14
C: 6.06 0.18 -7.11
C: 3.95 3.10 -5.78
C: -2.01 0.88 -5.44
C: -8.54 -4.22 8.09
C: -8.15 -3.57 9.40
C: 3.15 3.03 -1.48
C: 1.63 1.59 0.19
C: 2.74 -0.16 2.00
C: 5.93 2.73 -1.25
C: -3.31 1.58 -2.36
C: 3.76 -1.93 3.60
C: 0.14 1.26 0.73
C: 0.37 3.28 -1.50
C: -0.93 2.37 -1.46
C: 3.77 -5.19 3.20
C: 9.07 2.74 -8.41
C: -3.44 0.55 -1.20
C: -3.20 -0.14 2.79
C: 4.11 -0.70 2.62
C: -7.59 -0.34 6.74
C: 7.89 3.67 -8.63
C: -0.68 1.66 -5.03
C: 3.26 4.07 -6.74
C: 4.87 -3.10 3.60
C: 2.90 0.91 0.83
C: -5.13 -2.18 0.69
C: -2.04 2.51 -2.53
C: -3.79 -3.42 7.87
C: -1.08 1.32 -0.30
C: 5.33 0.32 -8.43
C: 4.41 2.36 -0.83
C: -3.53 -2.40 0.62
C: -9.03 -0.51 6.30
C: -2.21 -0.40 4.05
C: 1.74 2.65 -0.96
H: -8.79 -2.71 9.61
H: 8.06 4.62 -8.13
H: 5.99 3.33 -2.22
H: -5.53 -1.85 -0.34
H: 2.09 0.24 2.87
H: 3.65 -1.55 4.67
H: 3.27 3.81 -2.31
H: 8.89 1.76 -8.86
H: -9.60 -4.48 8.14
H: -7.53 0.46 7.48
H: 2.68 -4.85 3.31
H: -3.87 -3.52 8.96
H: 3.75 -6.06 2.45
H: 2.64 3.52 -7.45
H: 6.03 0.29 -9.27
H: -2.77 -3.67 7.57
H: 3.20 2.40 -5.40
H: 2.63 4.77 -6.19
H: -0.04 1.73 -6.00
H: 4.61 -0.50 -8.55
H: -8.25 -4.28 10.22
H: 4.82 -1.08 1.80
H: -6.96 -0.04 5.89
H: 9.98 3.16 -8.85
H: 4.78 1.26 -8.53
H: -9.11 -1.26 5.50
H: -2.32 0.20 -4.56
H: 4.18 -5.54 4.21
H: -9.65 -0.85 7.12
H: -4.71 -5.34 7.64
H: -1.42 0.43 4.14
H: -4.27 -0.44 3.04
H: -8.01 -5.17 7.94
H: 9.25 2.57 -7.35
H: -5.61 -3.20 0.89
H: -1.72 0.13 -6.28
H: -7.12 -3.20 9.41
H: 5.37 0.06 -6.27
H: 0.11 3.54 -4.13
H: 4.61 0.12 3.26
H: -4.58 -4.46 6.13
H: -2.86 -0.35 4.99
H: 6.60 1.80 -1.22
H: 7.78 3.87 -9.70
H: -3.27 -2.62 -0.48
H: -3.98 -2.37 7.65
H: -1.11 3.79 -5.47
H: 2.16 -1.08 1.59
H: 6.65 -0.74 -7.15
H: 5.89 -2.60 3.40
H: 3.98 4.64 -7.34
H: 5.27 0.83 0.75
H: -4.72 0.49 -4.28
H: -4.38 -0.11 -1.15
H: -2.87 1.55 -5.76
H: 4.96 -3.58 4.65
H: -1.75 -1.45 4.00
H: 1.04 1.27 -4.21
H: -3.21 -3.34 1.20
H: -5.45 -1.45 1.51
H: 2.76 -2.42 3.31
H: -3.20 1.00 2.61
H: 4.37 3.61 -4.92
H: 6.31 3.41 -0.40
H: -9.44 0.43 5.92

***

Computed HOMO energy, in the same sequence as the records: -10.07 -7.39 eV.
Computed molecular weight, in the same sequence as the records: 1246.01 866.92 g/mol.
Computed Kohn-Sham gap, in the same sequence as the records: 6.2 5.5 eV.